No. 1
DFT (ωB97M-V with the def2-TZVPD basis set) results for a molecular structure, C22H22BrCl4IrN4O4S.

```
! RIJCOSX wB97M-V def2-TZVPD def2/J DEFGRID3
* xyz 1 2
Ir 0.572 -0.099 0.772
N 1.212 -2.530 0.479
C 2.347 -2.754 1.364
C 3.382 -1.754 0.915
N 2.823 -0.377 0.992
C 3.292 0.376 2.195
C 2.168 0.548 3.189
N 1.050 1.110 2.420
H 0.365 -3.002 0.771
H 1.432 -2.783 -0.481
H 2.735 -3.773 1.300
H 2.018 -2.573 2.386
H 3.634 -1.950 -0.125
H 4.301 -1.821 1.496
H 3.164 0.127 0.175
H 3.650 1.351 1.860
H 4.130 -0.144 2.656
H 2.463 1.206 4.007
H 1.840 -0.405 3.601
H 1.311 1.996 1.982
H 0.216 1.261 2.984
Cl -3.884 -2.017 5.535
C -3.133 -1.229 4.208
C -3.782 -0.188 3.546
Cl -5.342 0.325 4.051
C -3.160 0.447 2.469
Cl -3.923 1.737 1.618
C -1.896 0.043 2.068
O -1.252 0.600 1.021
C -1.249 -1.001 2.725
O -0.038 -1.345 2.270
C -1.863 -1.636 3.794
Cl -1.013 -2.917 4.569
Br 3.467 -0.510 -2.572
C 2.032 0.476 -3.326
C 1.602 0.122 -4.594
C 0.590 0.853 -5.194
C 0.036 1.940 -4.532
C 0.471 2.269 -3.259
C 1.459 1.522 -2.623
C 1.907 1.942 -1.246
O 2.896 2.620 -1.105
O 1.161 1.592 -0.206
H 2.068 -0.707 -5.110
H 0.257 0.588 -6.188
H -0.723 2.541 -5.015
H 0.065 3.136 -2.755
S -0.336 -1.032 -1.248
C -1.768 -0.143 -1.637
N -2.761 -0.869 -2.196
C -3.917 -0.350 -2.670
C -4.140 0.990 -2.575
C -3.149 1.786 -1.984
C -1.979 1.234 -1.523
H -2.611 -1.868 -2.258
H -4.614 -1.054 -3.099
H -5.063 1.411 -2.941
H -3.304 2.853 -1.893
H -1.213 1.831 -1.059
*
```

LUMO energy (spin up / spin down): -3.308 / -4.739 eV
Energy: -6288.659810 hartree
ΔE to the lowest compared entry with this formula, charge and spin: 48.4 kcal/mol

The Löwdin scheme yields these atomic charges, measured in e:
1 Ir 1.43
2 N -0.09
3 C -0.21
4 C -0.18
5 N -0.12
6 C -0.15
7 C -0.18
8 N -0.05
9 H 0.09
10 H 0.07
11 H 0.13
12 H 0.11
13 H 0.07
14 H 0.13
15 H 0.06
16 H 0.14
17 H 0.13
18 H 0.14
19 H 0.12
20 H 0.12
21 H 0.13
22 Cl 0.70
23 C -0.70
24 C -0.70
25 Cl 0.70
26 C -0.61
27 Cl 0.74
28 C -0.36
29 O -0.30
30 C -0.37
31 O -0.29
32 C -0.61
33 Cl 0.73
34 Br 0.86
35 C -0.62
36 C -0.12
37 C -0.06
38 C -0.06
39 C -0.04
40 C -0.21
41 C -0.61
42 O 0.11
43 O -0.25
44 H 0.11
45 H 0.11
46 H 0.11
47 H 0.13
48 S 0.76
49 C -0.59
50 N 0.07
51 C -0.04
52 C -0.02
53 C -0.02
54 C -0.08
55 H 0.15
56 H 0.14
57 H 0.12
58 H 0.13
59 H 0.10



No. 2
DFT (ωB97M-V with the def2-TZVPD basis set) results for C5H8F2S in the gas phase.

```
! RIJCOSX wB97M-V def2-TZVPD def2/J DEFGRID3
* xyz 0 1
C -1.494 -0.622 1.168
C -0.929 -0.945 -0.182
C 0.602 -1.080 -0.229
C 1.524 0.002 -0.404
C 1.313 1.398 0.046
H -1.232 0.482 1.486
H -1.263 -1.332 2.038
H -2.600 -0.647 1.165
H -1.071 -1.915 -0.716
H -0.905 1.320 -1.423
H 1.779 1.816 0.946
H 1.829 2.000 -0.616
H 0.170 1.748 -0.061
F 1.218 -2.098 -0.880
F 2.790 -0.244 -0.796
S -1.731 0.117 -1.542
*
```

LUMO energy: 0.514 eV
Energy: -793.126046 hartree
ΔE to the lowest compared entry with this formula, charge and spin: 44.5 kcal/mol

The Löwdin scheme yields these atomic charges, measured in e:
1 C -0.16
2 C -0.63
3 C -0.21
4 C -0.25
5 C -0.04
6 H 0.11
7 H 0.10
8 H 0.06
9 H 0.10
10 H -0.10
11 H 0.09
12 H 0.05
13 H 0.09
14 F 0.02
15 F 0.07
16 S 0.69